# 1
DFT (ωB97M-V/def2-TZVPD) results for a molecular structure, C48H46N5O6PRbS2 in a non-equilibrium geometry.

Net charge: -1
Relative energy (zero: lowest compared OMol25 entry of this formula, charge and spin): 39.1 kJ/mol
HOMO-LUMO gap: 5.47 eV
2S+1: 1
Electronic energy: -3743.71084 Eh

Last column: Mulliken charge in e.
Atoms and positions in Å:
Rb1 1.132 -0.635 0.606  1.007
C1 3.154 -1.895 3.581  -0.220
C2 2.554 -3.125 3.343  -0.226
C3 2.845 -3.828 2.181  -0.333
C4 3.727 -3.299 1.249  -0.143
C5 4.329 -2.069 1.487  -0.435
C6 4.047 -1.371 2.656  -0.300
H1 2.908 -1.334 4.473  0.248
H2 1.842 -3.524 4.055  0.333
H3 2.358 -4.774 1.983  0.349
H4 3.927 -3.838 0.331  0.274
H5 5.014 -1.649 0.760  0.288
H6 4.516 -0.414 2.843  0.312
C7 -2.337 -3.406 4.657  -0.449
C8 -1.348 -2.477 4.954  -0.518
C9 -1.167 -1.354 4.151  -0.094
C10 -1.976 -1.147 3.037  0.146
C11 -2.948 -2.103 2.729  -0.441
C12 -3.139 -3.215 3.537  -0.850
P1 -1.799 0.285 1.885  0.829
C13 -3.503 0.990 2.055  -0.440
C14 -4.120 1.563 0.948  -0.093
C15 -5.363 2.181 1.056  -0.705
C16 -6.012 2.221 2.280  -0.443
C17 -5.410 1.646 3.396  -0.658
C18 -4.167 1.040 3.282  -0.140
C19 -0.797 1.514 2.794  1.567
C20 -1.263 2.806 3.072  -0.525
C21 -0.378 3.755 3.571  -0.775
C22 0.947 3.399 3.796  -0.613
C23 1.373 2.096 3.530  -1.018
C24 0.537 1.098 2.995  -0.712
H7 -2.481 -4.276 5.289  0.352
H8 -0.714 -2.624 5.822  0.390
H9 -0.382 -0.636 4.361  0.201
H10 -3.568 -1.966 1.849  0.424
H11 -3.902 -3.941 3.283  0.415
H12 -3.621 1.540 -0.014  0.191
H13 -5.821 2.629 0.182  0.448
H14 -6.980 2.700 2.370  0.365
H15 -5.910 1.676 4.357  0.385
H16 -3.697 0.604 4.157  0.394
H17 -2.294 3.089 2.890  0.246
H18 -0.720 4.765 3.770  0.369
H19 1.644 4.145 4.171  0.331
H20 2.422 1.865 3.735  0.328
C25 5.882 -4.091 -5.779  -1.571
C26 4.852 -3.348 -4.965  1.068
C27 4.961 -3.260 -3.577  -0.717
C28 4.007 -2.590 -2.829  -0.553
C29 2.925 -1.992 -3.470  -0.804
C30 2.802 -2.069 -4.845  0.003
C31 3.765 -2.743 -5.585  -0.763
S1 1.710 -1.176 -2.453  1.749
O1 2.468 -0.228 -1.651  -0.767
O2 0.722 -0.608 -3.351  -0.818
N1 1.179 -2.259 -1.463  0.625
C32 0.331 -3.284 -1.799  0.113
C33 -0.021 -3.686 -3.080  -0.563
C34 -0.868 -4.787 -3.302  -1.032
C35 -1.386 -5.515 -2.270  -0.936
C36 -1.076 -5.136 -0.941  0.860
C37 -1.593 -5.817 0.184  -0.906
C38 -1.298 -5.382 1.440  -1.026
C39 -0.467 -4.251 1.585  -0.147
N2 0.056 -3.608 0.574  0.689
C40 -0.234 -4.026 -0.692  -0.241
H21 6.786 -4.269 -5.195  0.346
H22 6.158 -3.525 -6.671  0.375
H23 5.502 -5.061 -6.109  0.297
H24 5.805 -3.725 -3.077  0.326
H25 4.082 -2.516 -1.749  0.297
H26 1.956 -1.595 -5.330  0.503
H27 3.666 -2.800 -6.664  0.342
H28 0.359 -3.129 -3.925  0.353
H29 -1.117 -5.060 -4.321  0.374
H30 -2.042 -6.359 -2.447  0.355
H31 -2.233 -6.679 0.028  0.370
H32 -1.702 -5.870 2.318  0.500
H33 -0.240 -3.865 2.576  0.313
C41 -3.377 7.637 -1.828  -1.091
C42 -2.697 6.843 -0.718  -0.640
S2 -2.127 5.238 -1.246  1.291
O3 -3.093 4.683 -2.169  -0.778
O4 -1.742 4.497 -0.077  -0.449
C43 -0.670 5.622 -2.200  -0.717
C44 -0.035 4.365 -2.788  -1.625
N3 0.619 3.510 -1.808  0.513
C45 0.083 2.410 -1.232  0.067
N4 0.869 1.916 -0.286  0.768
C46 1.956 2.703 -0.236  -0.558
C47 1.825 3.719 -1.142  -0.675
N5 2.749 4.748 -1.422  1.103
O5 2.411 5.646 -2.190  -0.688
O6 3.807 4.733 -0.828  -0.665
C48 -1.172 1.757 -1.682  -0.507
H34 -3.790 8.563 -1.429  0.388
H35 -4.185 7.054 -2.268  0.289
H36 -2.678 7.900 -2.623  0.285
H37 -3.373 6.607 0.105  0.467
H38 -1.818 7.343 -0.308  0.362
H39 0.034 6.158 -1.563  0.552
H40 -1.012 6.270 -3.009  0.494
H41 0.706 4.675 -3.515  0.448
H42 -0.793 3.773 -3.295  0.656
H43 2.774 2.526 0.447  0.504
H44 -1.953 2.471 -1.945  0.335
H45 -1.524 1.127 -0.867  -0.485
H46 -0.949 1.111 -2.536  0.282

# 2
DFT (ωB97M-V/def2-TZVPD) results for a molecular structure, C2F5NO4S2Sr in a non-equilibrium geometry.

HOMO-LUMO gap: 7.14 eV
2S+1: 1
Electronic energy: -1758.30494 Eh

Last column: Mulliken charge in e.
Atoms and positions in Å:
Sr1 1.607 -1.936 0.379  1.868
F1 2.052 0.388 -1.900  -0.270
N1 -0.463 1.171 -0.105  -0.456
S1 0.939 1.009 0.705  1.155
O1 1.255 2.292 1.325  -0.600
O2 0.862 -0.163 1.664  -0.844
C1 2.147 0.199 -0.509  -0.286
F2 3.358 0.726 -0.179  -0.252
S2 -1.226 -0.083 -0.672  1.120
O3 -0.386 -1.336 -0.642  -0.868
O4 -1.870 0.189 -1.944  -0.574
C2 -2.619 -0.434 0.517  0.659
F3 -2.201 -1.205 1.499  -0.225
F4 -3.049 0.713 1.009  -0.223
F5 -3.597 -1.035 -0.134  -0.205

# 3
DFT (ωB97M-V/def2-TZVPD) results for a molecular structure, C35H52BiO2P4 in a non-equilibrium geometry.

Net charge: +3
Relative energy (zero: lowest compared OMol25 entry of this formula, charge and spin): 401.1 kJ/mol
HOMO-LUMO gap (spin up / spin down): 3.50 / 2.85 eV
2S+1: 1
Electronic energy: -3094.20322 Eh

Last column: Mulliken charge in e.
Atoms and positions in Å:
Bi1 -0.326 -0.214 -0.732  0.968
P1 -1.776 -2.450 -0.764  1.057
P2 1.987 -2.118 1.084  0.968
P3 1.712 -2.986 -2.164  1.291
H1 -1.000 3.972 -2.389  -0.043
C1 -1.443 3.586 -3.301  -0.360
C2 -2.487 2.755 -3.325  -0.497
H2 -3.089 2.524 -2.451  0.324
C3 -3.418 -2.066 -0.077  -1.208
C4 -1.211 -3.848 0.262  -0.989
C5 -2.175 -3.241 -2.330  -1.270
C6 3.366 -0.888 1.114  -1.317
C7 1.423 -1.929 2.823  -1.004
C8 3.017 -3.636 1.348  -1.297
C9 1.282 -3.128 -3.950  -1.535
C10 2.379 -4.680 -1.919  -1.466
C11 3.345 -2.164 -2.277  -1.321
H3 -1.091 4.067 -4.272  0.269
H4 -2.869 2.441 -4.335  0.263
H5 -3.637 -0.993 -0.168  0.303
H6 -3.445 -2.340 0.988  0.392
H7 -4.170 -2.649 -0.633  0.561
H8 -1.122 -3.553 1.323  0.328
H9 -0.233 -4.233 -0.082  0.015
H10 -1.975 -4.645 0.165  0.504
H11 -2.283 -2.497 -3.127  0.389
H12 -3.132 -3.766 -2.199  0.568
H13 -1.404 -3.965 -2.618  0.350
H14 4.130 -1.265 1.811  0.512
H15 2.997 0.081 1.476  0.120
H16 3.823 -0.752 0.123  0.369
H17 1.970 -2.660 3.439  0.627
H18 0.344 -2.138 2.861  -0.036
H19 1.626 -0.904 3.168  0.214
H20 4.036 -3.470 0.960  0.404
H21 2.564 -4.497 0.841  0.292
H22 3.078 -3.887 2.417  0.470
H23 1.587 -4.105 -4.354  0.525
H24 1.791 -2.325 -4.501  0.392
H25 0.190 -3.017 -4.044  0.263
H26 2.601 -5.101 -2.912  0.478
H27 1.617 -5.300 -1.420  0.330
H28 3.300 -4.653 -1.316  0.406
H29 3.735 -2.323 -3.290  0.564
H30 4.033 -2.614 -1.547  0.445
H31 3.250 -1.089 -2.085  0.147
C12 0.624 1.183 -3.356  0.277
C13 1.879 1.785 -3.644  -0.694
C14 2.315 1.746 -4.969  -0.647
C15 1.587 1.032 -5.939  -0.487
C16 0.492 0.245 -5.552  -0.711
C17 0.069 0.214 -4.236  0.379
O1 -0.049 1.575 -2.302  -0.584
H32 0.965 1.128 -0.475  0.215
H33 2.359 2.332 -2.830  0.505
H34 3.222 2.280 -5.280  0.457
H35 1.885 1.103 -7.004  0.419
H36 -0.002 -0.373 -6.310  0.464
H37 -0.709 -0.493 -3.881  0.206
O2 -0.912 0.151 1.471  -0.015
P4 -0.963 1.479 2.280  1.439
C18 -2.637 2.085 2.095  0.766
C19 -2.966 3.447 1.960  -0.419
C20 -4.314 3.801 1.899  -0.815
C21 -5.316 2.843 2.074  -0.649
C22 -4.980 1.485 2.205  -0.730
C23 -3.638 1.105 2.201  -0.502
C24 0.199 2.656 1.583  0.470
C25 1.509 2.726 2.094  -0.958
C26 2.450 3.557 1.486  -0.927
C27 2.087 4.340 0.387  -0.729
C28 0.795 4.245 -0.131  -0.858
C29 -0.155 3.421 0.458  -0.534
C30 -0.650 1.192 4.020  0.581
C31 -0.917 -0.074 4.570  -0.234
C32 -0.647 -0.354 5.909  -0.791
C33 -0.145 0.643 6.746  -0.535
C34 0.111 1.918 6.240  -0.792
C35 -0.110 2.183 4.880  -0.271
H38 -2.188 4.224 1.952  0.495
H39 -4.547 4.855 1.750  0.469
H40 -6.365 3.129 2.103  0.441
H41 -5.728 0.705 2.329  0.455
H42 -3.355 0.047 2.319  0.433
H43 1.765 2.158 2.992  0.587
H44 3.460 3.623 1.902  0.506
H45 2.786 5.046 -0.081  0.467
H46 0.491 4.828 -1.003  0.440
H47 -1.166 3.361 0.024  0.625
H48 -1.342 -0.860 3.950  0.310
H49 -0.830 -1.363 6.288  0.438
H50 0.069 0.421 7.786  0.436
H51 0.495 2.698 6.919  0.427
H52 0.122 3.184 4.504  0.413

# 4
DFT (ωB97M-V/def2-TZVPD) results for a single C5H10BNO3 molecule in a non-equilibrium geometry.

Relative energy (zero: lowest compared OMol25 entry of this formula, charge and spin): 166.2 kJ/mol
HOMO-LUMO gap: 8.32 eV
Structure (SMILES): CC1=C(B(O)O)[C@@H](C)NO1
2S+1: 1
Electronic energy: -501.86239 Eh

Last column: natural (NBO) charge in e.
Atoms and positions in Å:
C1 -0.524 0.236 2.645  -0.678
C2 -0.727 0.373 1.196  0.422
C3 0.116 0.408 0.129  -0.533
B1 1.653 0.327 -0.084  1.068
O1 2.419 0.181 1.002  -0.859
O2 2.195 0.517 -1.305  -0.899
C4 -0.770 0.212 -1.104  -0.076
C5 -0.905 -1.297 -1.632  -0.617
N1 -2.099 0.613 -0.638  -0.322
O3 -2.026 0.455 0.794  -0.371
H1 -0.540 1.199 2.951  0.230
H2 0.490 -0.102 2.671  0.244
H3 -1.142 -0.410 3.336  0.243
H4 3.282 0.155 0.648  0.469
H5 3.119 0.341 -1.516  0.495
H6 -0.370 0.719 -1.992  0.213
H7 -1.613 -1.741 -0.932  0.213
H8 0.059 -1.861 -1.720  0.204
H9 -1.404 -1.263 -2.582  0.205
H10 -2.302 1.592 -0.830  0.349

# 5
DFT (ωB97M-V/def2-TZVPD) results for a molecular structure, C43H43GeN6O2P2SSr in a non-equilibrium geometry.

Net charge: +1
HOMO-LUMO gap: 7.20 eV
2S+1: 1
Electronic energy: -5331.77267 Eh

Last column: Mulliken charge in e.
Atoms and positions in Å:
Sr1 -0.885 0.006 -0.050  -0.583
C1 -0.212 -0.005 -4.164  -1.219
C2 -0.513 -0.500 -2.799  -0.065
N1 -1.582 0.355 -2.314  -1.414
C3 -1.483 1.630 -2.453  2.000
C4 -0.624 2.225 -3.549  0.921
N2 -0.269 1.211 -4.534  -0.684
C5 -2.670 2.285 -1.770  -1.095
C6 -3.447 3.268 -2.348  -1.035
C7 -4.751 3.445 -1.880  0.375
C8 -5.232 2.551 -0.931  -0.863
C9 -4.364 1.615 -0.368  0.026
N3 -3.079 1.598 -0.683  1.159
C10 -4.820 0.482 0.497  -0.004
C11 -6.172 0.241 0.720  -0.464
N4 -6.624 -0.890 1.252  -0.582
C12 -5.716 -1.797 1.571  -0.635
C13 -4.356 -1.541 1.420  -0.370
N5 -3.901 -0.407 0.911  0.605
C14 -5.631 4.495 -2.442  0.049
C15 -5.595 4.831 -3.790  -0.543
C16 -6.448 5.821 -4.255  -0.418
N6 -7.303 6.480 -3.480  -0.589
C17 -7.332 6.158 -2.191  -0.426
C18 -6.526 5.180 -1.628  -0.489
H1 -0.049 -0.738 -4.951  0.600
H2 -0.818 -1.546 -2.756  0.362
H3 -1.276 2.932 -4.081  0.570
H4 -3.079 3.861 -3.175  0.723
H5 -6.280 2.574 -0.670  0.744
H6 -6.923 0.971 0.451  0.383
H7 -6.061 -2.745 1.963  0.422
H8 -3.626 -2.271 1.750  0.508
H9 -4.941 4.319 -4.483  0.471
H10 -6.443 6.093 -5.305  0.377
H11 -8.031 6.708 -1.572  0.377
H12 -6.583 4.983 -0.565  0.455
C19 -0.511 4.008 1.926  -1.747
P1 -1.291 2.349 1.967  1.279
C20 -3.018 2.798 2.393  -1.682
C21 -0.609 1.696 3.546  -1.015
C22 -1.358 0.462 4.092  -0.840
P2 -0.670 -0.932 3.136  0.982
C23 -1.318 -2.473 3.872  -1.560
C24 1.060 -1.024 3.725  -1.419
H13 0.575 3.902 1.925  0.429
H14 -0.806 4.606 2.789  0.564
H15 -0.801 4.529 1.012  0.359
H16 -3.074 3.282 3.368  0.540
H17 -3.671 1.926 2.383  0.229
H18 -3.381 3.495 1.635  0.446
H19 -0.466 2.462 4.312  0.562
H20 0.405 1.406 3.246  0.329
H21 -2.431 0.472 3.884  0.402
H22 -1.250 0.389 5.176  0.478
H23 -0.939 -2.616 4.886  0.437
H24 -1.005 -3.318 3.258  0.380
H25 -2.408 -2.466 3.916  0.398
H26 1.146 -0.635 4.742  0.458
H27 1.748 -0.485 3.075  0.277
H28 1.370 -2.069 3.724  0.431
O1 4.640 -0.787 0.783  -0.657
C25 3.666 -1.023 0.113  0.307
O2 2.758 -0.084 -0.146  -0.616
C26 3.449 -2.375 -0.508  0.443
C27 4.573 -3.056 -0.960  -0.928
C28 4.449 -4.253 -1.648  -0.653
C29 3.191 -4.774 -1.901  -0.615
C30 2.055 -4.121 -1.440  -0.755
C31 2.183 -2.939 -0.724  0.725
S1 0.771 -2.137 -0.015  -0.180
H29 5.546 -2.620 -0.772  0.496
H30 5.333 -4.774 -1.991  0.434
H31 3.086 -5.697 -2.457  0.419
H32 1.074 -4.539 -1.618  0.488
Ge1 1.477 -0.183 -1.540  2.826
C32 0.549 3.077 -3.082  -0.030
C33 1.588 3.348 -3.959  -0.396
C34 2.586 4.248 -3.601  -0.851
C35 2.559 4.871 -2.366  -0.637
C36 1.521 4.599 -1.480  -0.725
C37 0.516 3.720 -1.842  0.834
C38 2.842 -0.108 -2.971  0.732
C39 2.742 -0.778 -4.180  -0.352
C40 3.785 -0.704 -5.096  -0.831
C41 4.922 0.029 -4.794  -0.502
C42 5.031 0.681 -3.575  -0.920
C43 3.996 0.607 -2.650  -0.223
H33 0.746 1.063 -0.903  -0.914
H34 1.625 2.847 -4.918  0.402
H35 3.389 4.458 -4.295  0.426
H36 3.342 5.565 -2.089  0.433
H37 1.500 5.074 -0.507  0.404
H38 -0.306 3.546 -1.154  -0.299
H39 1.882 -1.380 -4.426  0.404
H40 3.710 -1.228 -6.040  0.434
H41 5.732 0.082 -5.510  0.422
H42 5.923 1.242 -3.332  0.475
H43 4.097 1.123 -1.707  0.616

Which of these has the highest electronic energy?
C5H10BNO3

2S+1 of number 5 (C43H43GeN6O2P2SSr)?
1